Version A
# C4H9N3O

One molecule with the formula C4H9N3O (ωB97M-V/def2-TZVPD, the OMol25 dataset).

```
17
Properties=species:S:1:pos:R:3:mulliken_charge:R:1
C 2.0130 -0.2005 -0.3237 -0.9806
N 0.6096 -0.0491 -0.5402 -0.0285
C 0.0488 1.2014 0.0144 -0.3776
C -1.3869 1.1360 0.3169 -0.5767
O -2.1150 0.4916 -0.7144 -0.2473
N -2.2983 -0.8967 -0.3528 -0.4544
C -1.2504 -1.5031 0.0467 -0.0047
N 0.0966 -1.1133 0.2547 -0.2684
H 2.6008 0.6260 -0.9289 0.2959
H 2.5333 -0.2631 0.6232 0.3533
H 2.1363 -1.2162 -0.8252 0.3340
H 0.3895 1.9373 -0.7371 0.3727
H 0.5380 1.4463 1.0227 0.2150
H -1.5972 0.6229 1.3248 0.3017
H -1.6601 2.1676 0.3525 0.3827
H -1.4170 -2.5970 0.1356 0.3579
H 0.7591 -1.7903 0.3308 0.3248
```

Computed properties:
orbital gap = 9.2374 eV
SMILES string = CN1CCON=CN1
E_HOMO = -0.3090 Eh

=====

Version B
# C4H9N3O

One molecule with the formula C4H9N3O (ωB97M-V/def2-TZVPD, the OMol25 dataset).

```
17
Properties=species:S:1:pos:R:3:mulliken_charge:R:1
C 2.6828 -1.2289 -0.3290 -0.2980
N 1.9582 -0.1642 -0.0830 -0.5000
O 0.6821 -0.2999 -0.4099 -0.0472
C -0.0881 0.8120 -0.3356 0.6774
C 0.6580 2.0791 0.1325 -0.7536
N -1.3687 0.8805 -0.4573 -0.4881
N -2.0534 -0.4248 -0.8020 -0.4197
C -2.0341 -1.1559 0.4957 -0.5755
H 2.1943 -2.2983 -0.3387 0.2308
H 3.7417 -1.1330 -0.0662 0.2978
H -0.0321 2.8467 0.5194 0.3049
H 1.3877 1.7135 0.9971 0.2772
H 1.3473 2.3773 -0.6623 0.2643
H -3.0081 0.0717 -1.0035 0.3157
H -2.6509 -2.0856 0.3278 0.2612
H -0.8943 -1.4477 0.7280 0.1655
H -2.5222 -0.5426 1.2872 0.2871
```

Computed properties:
orbital gap = 9.4294 eV
SMILES string = C=NO/C(C)=N\NC
E_HOMO = -0.3224 Eh

=====

Version C
# C4H9N3O

One molecule with the formula C4H9N3O (ωB97M-V/def2-TZVPD, the OMol25 dataset).

```
17
Properties=species:S:1:pos:R:3:mulliken_charge:R:1
C -1.2894 0.8663 -0.3898 -0.6215
N 0.0168 -0.8746 0.9570 -0.0717
C -0.1626 -0.1859 -0.4121 1.2630
C 1.1734 0.2967 -0.2480 -0.0882
N -0.7082 -0.4480 2.0821 -0.5958
C 2.4276 0.6079 -0.2865 -0.8004
O -1.3546 1.4912 -1.6487 -0.5529
N -0.3077 -1.0028 -1.5247 -1.0057
H -1.1820 0.7615 -2.2751 0.3278
H 0.1317 -1.8807 0.8062 0.3054
H -0.2162 -0.6993 2.9297 0.2440
H -1.6456 -0.8399 2.0910 0.2232
H 0.5335 -1.5552 -1.6782 0.2029
H -1.1253 1.6234 0.3747 0.3684
H -2.2145 0.3196 -0.1573 0.2631
H 3.0564 0.5558 0.5941 0.2656
H 2.8668 0.9640 -1.2143 0.2728
```

Computed properties:
orbital gap (spin up / spin down) = 7.3301 / 7.3275 eV
E_HOMO (spin up / spin down) = -0.2853 / -0.2852 Eh

=====

Stability verdict: version A, ahead by 0.203 eV

=====

Version A
# C8H19NO

A 2-piece molecular cluster, C8H19NO overall (ωB97M-V/def2-TZVPD, the OMol25 dataset).

```
29
Properties=species:S:1:pos:R:3:mulliken_charge:R:1
C 0.1107 -3.5234 -1.5560 -2.2292
C 0.0610 -2.2564 -0.8752 1.4348
C 0.7129 -2.0781 0.5433 -1.3285
C -1.3510 -1.8008 -1.0302 -0.8859
C 1.0871 -1.6291 -1.6923 -1.0102
H 1.0578 -3.8212 -1.5722 0.5769
H -0.3684 -4.3537 -1.0463 0.4471
H -0.2700 -3.2765 -2.5935 0.4434
H 0.7525 -1.0991 0.9655 0.3736
H 0.1727 -2.7809 1.3340 0.2587
H 1.6623 -2.5216 0.5321 0.5343
H -1.5424 -0.8114 -0.6925 0.1630
H -1.7926 -2.7613 -0.3165 0.2859
H -1.8243 -2.1365 -2.0546 0.2724
H 1.1449 -1.9814 -2.8203 0.3375
H 0.9669 -0.4253 -1.7779 0.0631
H 2.1552 -2.0224 -1.1863 0.2967
C -0.9915 0.8227 0.1488 -0.3455
N -0.0954 1.9521 0.2018 -0.1711
C 0.0104 2.7576 1.2992 0.7106
C 0.9155 3.9440 1.1491 -0.9644
O -0.6115 2.5473 2.3313 -0.6385
H -1.5432 0.7704 1.0985 0.3309
H -1.7379 0.9777 -0.6488 0.3801
H -0.4584 -0.1376 -0.0100 -0.4099
H 0.4578 2.1814 -0.6141 0.2438
H 1.2942 4.0801 0.1296 0.2894
H 1.7383 3.8132 1.8394 0.2583
H 0.3640 4.8442 1.4497 0.2826
```

Computed properties:
orbital gap = 10.3402 eV
SMILES string = CC(C)(C)C.CNC(C)=O
E_HOMO = -0.3557 Eh

=====

Version B
# C8H19NO

One molecule with the formula C8H19NO (ωB97M-V/def2-TZVPD, the OMol25 dataset).

```
29
Properties=species:S:1:pos:R:3:mulliken_charge:R:1
C 3.3225 -0.8417 0.2313 -1.2006
C 2.1581 -0.2262 -0.5483 0.0388
O 2.2505 1.1665 -0.5962 -0.5494
N 0.9989 -0.6940 0.2698 -0.2270
C -0.0906 0.2060 0.6439 -0.0434
C -0.5149 -0.1855 2.0644 -1.6818
C -1.2757 0.2565 -0.3663 1.9160
C -2.1834 1.4444 -0.0210 -1.8386
C -0.7264 0.4729 -1.7829 -1.8663
C -2.1079 -1.0301 -0.3464 -1.8476
H 4.2722 -0.4079 -0.0674 0.3672
H 3.3527 -1.9179 0.0823 0.3307
H 2.7790 -0.7044 1.2754 0.2725
H 2.1051 -0.5757 -1.5877 0.4036
H 2.5539 1.4751 0.2675 0.3595
H 0.6273 -1.5439 -0.1357 0.2647
H 0.3357 1.2130 0.6756 0.5501
H -0.8668 -1.2138 2.0905 0.3463
H 0.3429 -0.1146 2.7297 0.4333
H -1.3046 0.4593 2.4401 0.3478
H -1.6208 2.3766 -0.0397 0.4083
H -2.6357 1.3313 0.9619 0.3821
H -2.9903 1.5216 -0.7485 0.4498
H -1.5400 0.6986 -2.4710 0.5252
H -0.0379 1.3152 -1.8071 0.3600
H -0.2329 -0.4218 -2.1587 0.2851
H -1.4828 -1.9123 -0.4850 0.3443
H -2.6547 -1.1346 0.5882 0.3990
H -2.8333 -1.0126 -1.1589 0.4706
```

Computed properties:
orbital gap = 9.4458 eV
SMILES string = C[C@H](O)N[C@H](C)C(C)(C)C
E_HOMO = -0.3162 Eh

=====

Stability verdict: version B, ahead by 2.858 eV

=====

Version A
# C5H6N

C5H6N as an isolated structure (ωB97M-V/def2-TZVPD, the OMol25 dataset).

```
12
Properties=species:S:1:pos:R:3:mulliken_charge:R:1
C -0.2523 0.9886 -0.5487 0.0707
C 0.0531 0.5981 -1.7163 -0.4756
C -1.2405 0.9690 1.6044 -0.4285
C -0.1480 1.0867 0.8774 -0.1103
C 1.3066 -2.4194 -0.3214 0.0965
N 0.8346 -1.7643 -1.1269 -0.2277
H 0.3484 -0.5815 -1.4808 0.4850
H 0.0468 0.8577 -2.8423 0.3884
H -2.2504 0.8332 1.0444 0.2607
H -1.1601 1.0520 2.6860 0.2956
H 0.8063 1.4591 1.3293 0.3208
H 1.6556 -3.0792 0.4946 0.3245
```

Computed properties:
orbital gap = 9.9006 eV
net charge = +1
E_HOMO = -0.5663 Eh

=====

Version B
# C5H6N

An isolated ion of composition C5H6N and charge +1 (ωB97M-V/def2-TZVPD, the OMol25 dataset).

```
12
Properties=species:S:1:pos:R:3:mulliken_charge:R:1
C 2.1463 0.2166 0.1158 -0.4904
C 1.3600 -0.8561 -0.1271 -0.4766
C 0.0091 -0.5586 -0.0452 0.7587
C -1.2386 -0.9852 -0.1698 -0.3243
C -2.0613 0.1030 0.2616 -0.0431
N -0.7619 0.6202 -0.2656 -0.2201
H 3.2186 0.3510 0.2616 0.3067
H 1.7745 1.2778 0.2133 0.2240
H 1.6261 -1.8416 -0.0536 0.3893
H -3.0293 0.4092 -0.3603 0.2776
H -2.2460 0.1217 1.3974 0.2508
H -0.7975 1.1419 -1.2282 0.3474
```

Computed properties:
orbital gap = 8.9675 eV
SMILES string = C=CC1=C2C[N@@H+]12
net charge = +1
E_HOMO = -0.5328 Eh

=====

Stability verdict: version A, ahead by 1.044 eV

=====

Version A
# C23H21N4O8S5Y

C23H21N4O8S5Y as an isolated structure (ωB97M-V/def2-TZVPD, the OMol25 dataset).

```
62
Properties=species:S:1:pos:R:3:mulliken_charge:R:1
Y -1.0128 0.8163 1.9368 0.8917
N -2.0562 -1.7035 1.9145 -0.3081
C -1.9307 -2.2163 3.2833 -0.5028
C -2.1054 -1.0894 4.3153 0.5715
O -2.3801 -1.3954 5.4854 -0.8144
N -1.9073 0.1140 3.7939 -0.1528
C -1.8992 1.2632 4.6937 -0.7236
C -0.6067 2.1016 4.4900 0.6289
O -0.3476 2.9900 5.2918 -0.7709
O 0.1209 1.7718 3.4715 -0.6761
H -3.0212 -1.4607 1.7317 0.2273
H -1.7628 -2.4014 1.2413 0.1717
H -0.9237 -2.6178 3.4238 0.1621
H -2.6414 -3.0161 3.5140 0.3453
H -1.9700 0.9455 5.7339 0.4484
H -2.7452 1.9220 4.4743 0.1895
O -2.2356 2.5790 1.7681 -0.6048
S -3.2991 2.5277 0.7112 1.0883
O -2.7624 2.9941 -0.5700 -0.6582
O -4.4994 3.2278 1.1129 -0.6930
S -3.7330 0.5573 0.5524 -0.4582
N -0.7101 1.1218 -0.2738 -0.2262
S -1.4151 -0.0011 -1.1460 0.5948
C -2.3939 0.6799 -2.5185 0.1195
C -3.6676 0.1798 -2.7411 -0.1526
C -4.4204 0.6679 -3.7995 -0.6513
C -3.8803 1.6152 -4.6560 -0.3168
C -2.5887 2.0781 -4.4492 -0.7593
C -1.8439 1.6175 -3.3757 -0.1866
C -0.0494 -0.4909 -2.2896 0.3178
C -0.2797 -1.4300 -3.2866 -0.6934
C 0.7764 -1.8784 -4.0646 -0.5913
C 2.0617 -1.4039 -3.8299 -0.4681
C 2.2868 -0.4666 -2.8319 -0.5212
C 1.2261 -0.0079 -2.0609 -0.5840
H -1.0273 2.0507 -0.5705 0.2639
H -4.0708 -0.5574 -2.0670 0.3926
H -5.4349 0.3169 -3.9415 0.3682
H -4.4657 1.9961 -5.4844 0.3590
H -2.1561 2.8024 -5.1286 0.3718
H -0.8452 1.9959 -3.1962 0.3873
H -1.2868 -1.7987 -3.4536 0.3911
H 0.6010 -2.5959 -4.8582 0.3561
H 2.8879 -1.7720 -4.4278 0.3692
H 3.2807 -0.0825 -2.6382 0.4786
H 1.3781 0.7271 -1.2828 0.7020
O 4.2781 2.3136 1.7624 -0.7020
S 3.7582 1.4122 0.7735 1.0306
O 3.7999 1.8700 -0.5967 -0.6411
N 2.2605 0.8283 1.1223 -0.2142
C 2.2754 -0.4809 1.2123 1.1621
S 0.9005 -1.4358 1.4052 -0.6921
C 3.6251 -1.1086 1.1098 0.1604
C 3.9584 -2.4463 1.2523 -0.6598
C 5.2974 -2.8021 1.1673 -0.5868
C 6.2813 -1.8449 0.9353 -0.3982
C 5.9417 -0.5063 0.7802 -0.5918
C 4.6097 -0.1667 0.8757 -0.1282
H 3.1743 -3.1688 1.4359 0.4212
H 5.5840 -3.8395 1.2917 0.3652
H 7.3189 -2.1503 0.8781 0.3748
H 6.6924 0.2525 0.5970 0.4167
```

Computed properties:
orbital gap = 6.7156 eV
net charge = -2
E_HOMO = -0.1013 Eh

=====

Version B
# C23H21N4O8S5Y

C23H21N4O8S5Y as an isolated structure (ωB97M-V/def2-TZVPD, the OMol25 dataset).

```
62
Properties=species:S:1:pos:R:3:mulliken_charge:R:1
Y 0.2207 1.0328 -0.5029 0.4227
N -2.2625 0.3156 -0.2121 -0.5295
C -2.2360 -1.1291 0.0943 0.5479
C -1.2781 -1.7899 -0.8923 0.1607
O -1.6799 -2.7576 -1.5604 -0.8113
N -0.0990 -1.1702 -0.9529 -0.1781
C 0.6196 -1.3621 -2.2089 -0.7163
C 0.2257 -0.2308 -3.2084 0.8620
O 0.4543 -0.3543 -4.4019 -0.7862
O -0.3510 0.7937 -2.6433 -0.7290
H -2.6113 0.4643 -1.1544 0.3094
H -2.8362 0.8497 0.4285 0.1789
H -1.8578 -1.2513 1.1091 -0.3197
H -3.2037 -1.6257 0.0008 0.4184
H 1.7000 -1.3320 -2.0510 0.2523
H 0.3719 -2.3099 -2.6859 0.4269
O 1.1679 5.0813 0.7856 -0.7616
S 0.6275 3.7750 1.1083 1.0964
O 0.3301 3.6159 2.5346 -0.6339
O 1.5238 2.6739 0.6345 -0.2474
S -1.0855 3.4102 0.0325 -0.5542
N -0.0729 0.5648 1.8402 0.4119
S -1.0316 1.2701 2.8810 0.2389
C -2.0986 -0.0313 3.5236 -0.1510
C -3.4648 0.1695 3.4523 0.1261
C -4.3341 -0.8519 3.8312 -0.7020
C -3.8229 -2.0599 4.2731 -0.3442
C -2.4430 -2.2543 4.3397 -0.6812
C -1.5793 -1.2419 3.9651 -0.2552
C -0.1358 1.5438 4.4062 0.4329
C -0.8465 1.8464 5.5599 -0.5828
C -0.1554 2.0750 6.7396 -0.6517
C 1.2340 1.9988 6.7573 -0.4843
C 1.9265 1.7138 5.5902 -0.7504
C 1.2432 1.4974 4.3994 0.1780
H 0.6035 -0.0671 2.2714 -0.0543
H -3.8504 1.1150 3.0861 0.4701
H -5.4048 -0.7048 3.7639 0.3759
H -4.4951 -2.8615 4.5529 0.3705
H -2.0439 -3.2047 4.6717 0.3873
H -0.5058 -1.3943 3.9918 0.3268
H -1.9290 1.9014 5.5402 0.3741
H -0.7018 2.3140 7.6443 0.3543
H 1.7731 2.1743 7.6806 0.3522
H 3.0087 1.6730 5.5890 0.4353
H 1.7810 1.3268 3.4765 0.1904
O 2.0285 2.0084 -1.9284 -0.6273
S 3.2035 1.3162 -1.4275 1.1989
O 4.0243 0.6533 -2.4020 -0.7359
N 2.7058 0.3018 -0.2400 -0.3487
C 3.4267 0.4631 0.8744 0.4203
S 3.3477 -0.5238 2.2249 -0.3886
C 4.3398 1.6632 0.7976 0.0121
C 5.1567 2.1877 1.7799 -0.6661
C 5.8426 3.3652 1.5070 -0.5169
C 5.7144 4.0013 0.2729 -0.5145
C 4.9058 3.4659 -0.7220 -0.6988
C 4.2387 2.2993 -0.4179 0.4879
H 5.2214 1.6893 2.7390 0.4155
H 6.4710 3.8069 2.2709 0.3637
H 6.2391 4.9317 0.0928 0.3619
H 4.7830 3.9536 -1.6795 0.4602
```

Computed properties:
orbital gap = 6.4050 eV
net charge = -2
E_HOMO = -0.0921 Eh

=====

Stability verdict: version B, ahead by 0.488 eV